1 | Below is C3H9N2O as an isolated structure, with properties calculated with ωB97M-V/def2-TZVPD.

```
! RIJCOSX wB97M-V def2-TZVPD def2/J DEFGRID3
* xyz 1 1
O -0.3728 -0.8320 -1.2555
C 0.5110 -1.2916 -0.5079
C 1.1523 -0.4442 0.5239
N 2.0758 -1.2011 1.4505
H 0.8144 -2.3341 -0.6881
H 1.6618 0.3615 -0.0328
H 0.2684 0.0722 0.9389
H 2.9487 -0.6624 1.5999
H 1.5942 -1.2482 2.3497
C -2.1433 1.1349 -0.5305
N -0.8349 1.6414 -1.0064
H -2.4612 1.8802 0.2000
H -3.1999 0.3630 -0.3504
H -0.7156 0.3298 -0.8732
H -1.2990 2.2305 -1.8181
*
```

Values from the calculation:
frontier orbital gap = 0.2690 hartree
HOMO energy = -14.10 eV
E_LUMO = -6.776 eV

In elementary charge units, the Mulliken charges are: -0.435, 0.247, -0.470, -0.628, 0.413, 0.360, 0.382, 0.290, 0.263, -0.201, -0.502, 0.304, 0.334, 0.299, 0.344

=====

2 | Below is an isolated ion of composition C3H9N2O and charge +1, with properties calculated with ωB97M-V/def2-TZVPD.

```
! RIJCOSX wB97M-V def2-TZVPD def2/J DEFGRID3
* xyz 1 1
C 0.6071 1.1057 0.6298
N -0.0302 -0.0351 0.0088
C 0.7473 -1.2318 0.1507
N -0.1451 0.1471 -1.4287
C -1.4645 -0.1566 0.3441
O -2.1322 1.2596 0.5664
H 0.8413 0.7734 1.6985
H 1.4785 1.3168 0.0817
H -0.0462 1.9130 0.5238
H 0.3553 -2.2571 0.2464
H 1.4331 -1.0934 -0.7304
H 1.3564 -1.1632 1.0577
H -0.8654 -0.4795 -1.6471
H -0.1670 1.0020 -1.8694
H -1.9683 -1.1012 0.3676
*
```

Values from the calculation:
frontier orbital gap (alpha / beta) = 0.3597 / 0.3344 hartree
SMILES = C[N+](C)(N)C=O
HOMO energy (alpha / beta) = -15.99 / -15.33 eV
E_LUMO (alpha / beta) = -6.197 / -6.235 eV

In elementary charge units, the Mulliken charges are: -0.871, 0.393, -0.694, -0.545, 0.034, -0.351, 0.313, 0.422, 0.409, 0.333, 0.335, 0.308, 0.269, 0.239, 0.408

=====

3 | Below is an isolated ion of composition C3H9N2O and charge +1, with properties calculated with ωB97M-V/def2-TZVPD.

```
! RIJCOSX wB97M-V def2-TZVPD def2/J DEFGRID3
* xyz 1 1
N 0.6240 0.0376 -1.8109
C 0.2438 -0.4058 -0.5691
N -1.2803 -0.8349 -0.7708
C 0.1709 0.8474 0.8159
C 0.5544 0.5002 2.1638
O 1.3872 1.1149 1.3040
H 1.3892 -0.2796 -2.4228
H 0.5275 1.0163 -1.9738
H 0.8202 -1.2847 -0.1725
H -1.4174 -1.8611 -0.8767
H -1.5303 -0.3638 -1.6517
H -1.8027 -0.5364 0.0724
H -0.5899 1.5986 0.4384
H 0.3644 1.0955 3.1424
H 0.5390 -0.6443 2.3114
*
```

Values from the calculation:
frontier orbital gap = 0.3900 hartree
SMILES = N[C@H]([NH3+])[C@H]1CO1
HOMO energy = -14.11 eV
E_LUMO = -3.496 eV

In elementary charge units, the Mulliken charges are: -0.526, -0.103, -0.385, -0.144, -0.207, -0.343, 0.235, 0.214, 0.399, 0.364, 0.326, 0.353, 0.366, 0.282, 0.170

=====

Stability summary: most stable 3, least stable 1.

=====

1 | Below is C7H10O in the gas phase, with properties calculated with ωB97M-V/def2-TZVPD.

```
! RIJCOSX wB97M-V def2-TZVPD def2/J DEFGRID3
* xyz 0 1
C -0.3049 -0.5044 2.1952
C 0.0373 -1.2012 0.8812
O 1.1165 -2.0727 0.9853
C 0.0967 -0.1380 -0.2839
C 1.2443 0.2558 -0.8945
C 0.9164 1.2992 -1.8332
C -0.4343 1.5987 -1.8126
C -1.1447 0.5947 -0.7558
H -0.7575 -1.2366 2.8565
H -1.1685 0.2935 2.1480
H 0.5725 -0.0076 2.6484
H -0.8438 -1.8693 0.6594
H 1.3805 -2.2128 0.0486
H 2.1662 -0.1920 -0.7381
H 1.6718 1.7273 -2.4311
H -1.1658 2.3234 -2.2435
H -1.5085 1.2131 0.0145
H -1.8741 0.1289 -1.4444
*
```

Values from the calculation:
frontier orbital gap = 0.3399 hartree
SMILES = C[C@H](O)C1=CC=CC1
HOMO energy = -8.33 eV
E_LUMO = 0.921 eV

In elementary charge units, the Mulliken charges are: -1.179, 0.382, -0.551, -0.118, -0.235, -0.661, -0.539, -0.623, 0.343, 0.298, 0.312, 0.168, 0.356, 0.544, 0.458, 0.383, 0.355, 0.306

=====

2 | Below is C7H10O in the gas phase, with properties calculated with ωB97M-V/def2-TZVPD.

```
! RIJCOSX wB97M-V def2-TZVPD def2/J DEFGRID3
* xyz 0 1
C -1.5758 -1.8627 0.2929
C -0.7285 -0.8732 -0.6030
C 0.7429 -1.2112 -0.3987
C 1.6163 -0.4655 0.2205
C 0.9098 0.7807 0.7454
C 0.6396 2.2377 0.5050
C 0.0352 1.1983 -0.4139
O -1.1486 0.5148 -0.4120
H -2.6525 -1.4821 0.2396
H -1.5698 -2.8887 -0.2096
H -1.2713 -1.8405 1.3583
H -0.8766 -1.0765 -1.6700
H 0.8893 -2.2743 -0.6766
H 2.5595 -0.8169 0.5701
H 0.3435 0.5212 1.6165
H 0.0224 2.7487 1.2189
H 1.4041 3.0071 0.1152
H 0.5038 1.1599 -1.3551
*
```

Values from the calculation:
frontier orbital gap = 0.3629 hartree
SMILES = C[C@@H]1C=C[C@H]2C[C@@H]2O1
HOMO energy = -8.79 eV
E_LUMO = 1.088 eV

In elementary charge units, the Mulliken charges are: -1.166, 0.236, -0.281, -0.621, 0.088, -0.610, -0.080, -0.479, 0.314, 0.357, 0.291, 0.260, 0.334, 0.368, 0.179, 0.255, 0.205, 0.352

=====

3 | Below is C7H10O in the gas phase, with properties calculated with ωB97M-V/def2-TZVPD.

```
! RIJCOSX wB97M-V def2-TZVPD def2/J DEFGRID3
* xyz 0 1
C 0.1320 -1.8933 -0.0549
C -0.4421 -0.5604 0.2889
C -0.6207 -0.1856 1.7125
C 0.3105 0.9852 1.6839
C 0.7874 0.8089 0.4367
C 0.7417 1.5539 -0.8508
C -0.5254 0.8459 -1.5903
O -1.3639 0.1292 -0.6120
H 0.9380 -1.8533 -0.8640
H -0.7269 -2.5174 -0.2546
H 0.8262 -2.3215 0.7175
H -0.2726 -0.9399 2.3302
H -1.6370 0.0594 1.8418
H 0.7244 1.7397 2.3671
H 0.5031 2.7067 -0.6530
H 1.6343 1.6018 -1.5202
H -1.1727 1.6583 -2.0691
H -0.0795 0.0775 -2.1468
*
```

Values from the calculation:
frontier orbital gap = 0.3387 hartree
SMILES = C[C@@]12CC=C1CCO2
HOMO energy = -8.25 eV
E_LUMO = 0.969 eV

In elementary charge units, the Mulliken charges are: -1.388, 1.156, -0.985, -0.428, -0.184, -0.411, -0.527, -0.481, 0.275, 0.400, 0.370, 0.300, 0.349, 0.366, 0.225, 0.297, 0.315, 0.354

=====

4 | Below is C7H10O in the gas phase, with properties calculated with ωB97M-V/def2-TZVPD.

```
! RIJCOSX wB97M-V def2-TZVPD def2/J DEFGRID3
* xyz 0 1
C -2.0792 -0.1224 -0.1297
C 1.7339 -0.5994 0.3564
C 2.3761 0.5039 0.7318
O -2.3113 -0.9169 -1.2122
H -1.3609 -1.3827 -1.4527
H -2.8281 0.6689 -0.1064
H -2.0632 -0.6691 0.8250
H 2.1542 -1.5670 0.6106
H 2.0321 1.4984 0.4740
H 3.2825 0.4475 1.3189
C -0.6541 0.6649 -0.2381
C -0.3597 1.4751 0.8411
C 0.5155 -0.6976 -0.4448
C 0.1279 -1.5945 -1.2661
H -0.6282 1.1826 -1.1958
H -0.3951 1.0896 1.8526
H -0.0796 2.5136 0.7257
H 0.5373 -2.4948 -1.6906
*
```

Values from the calculation:
frontier orbital gap (alpha / beta) = 0.2602 / 0.3038 hartree
HOMO energy (alpha / beta) = -8.18 / -8.65 eV
E_LUMO (alpha / beta) = -1.094 / -0.377 eV

In elementary charge units, the Mulliken charges are: -0.444, -0.242, -0.765, -0.547, 0.335, 0.349, 0.296, 0.309, 0.293, 0.273, 0.365, -1.297, 0.276, -0.653, 0.237, 0.335, 0.429, 0.452

=====

Stability summary: most stable 1, least stable 4.